1.
Computed, not measured: a structure of composition C5H12O3, with ωB97M-V/def2-TZVPD.

Summary:
**Frontier orbital gap**: 5.943 eV
**Energy above the lowest of the compared OMol25 structures with the same formula, charge and spin**: 498.55 kJ/mol

The geometry in XYZ format:
```
20
Properties=species:S:1:pos:R:3:forces:R:3:nbo_charge:R:1
C 0.815064 -1.230697 -2.032961 -0.3 -1.0 -1.3 -0.35
C 1.301916 -1.753512 -0.909097 1.0 0.0 1.1 -0.17
C -0.953213 0.242937 -0.334493 -1.4 -0.1 1.2 0.01
O -1.598666 1.150487 0.392189 -0.2 0.6 -1.5 -0.72
C 0.301356 0.930982 -1.020655 1.1 0.4 -0.7 -0.55
C 0.569598 0.143256 -2.165837 0.3 1.0 0.2 0.18
H 0.632256 -1.885469 -2.880128 0.2 0.2 -0.1 0.23
H 1.655235 -2.782960 -0.813412 -0.5 0.2 -0.2 0.22
H 1.560497 -1.096867 -0.077648 -0.2 -0.2 0.0 0.24
H -0.578490 -0.542109 0.322317 0.7 -0.5 -0.1 0.20
H -1.583699 -0.276554 -1.064808 -0.1 0.2 -0.5 0.14
H 1.152382 0.840977 -0.341532 -0.4 0.1 0.7 0.31
H 0.060511 1.974530 -1.206711 0.1 -0.1 -0.1 0.25
H 0.612350 0.629576 -3.138031 -0.6 -0.4 -0.2 0.22
H 1.625112 -0.701529 2.215355 0.0 0.1 0.2 0.46
H -1.918902 0.666151 3.199340 0.2 0.0 0.0 0.46
O -1.354773 0.235223 2.551887 0.3 0.1 -0.4 -1.14
H 0.319541 0.129236 2.126651 -0.1 0.2 0.5 0.53
H -1.485233 0.812737 1.475403 -0.2 -0.4 1.5 0.48
O 1.249974 0.074031 1.790571 0.2 -0.2 -0.2 -1.01
```
Positions in Å, forces in eV/Å.


2.
Computed, not measured: a cluster of 9 separate species, C37H80N2O21 in total, with ωB97M-V/def2-TZVPD.

Summary:
**Total charge**: +1
**Frontier orbital gap (alpha / beta)**: 7.880 / 1.551 eV
**2S+1**: 2

The geometry in XYZ format:
```
140
Properties=species:S:1:pos:R:3:forces:R:3:lowdin_spin:R:1
C 5.811425 5.293141 0.267665 0.0 -0.2 0.2 0.00
O 6.893325 4.390806 0.118646 0.5 -0.4 -0.2 0.00
C 7.140734 3.473155 1.220413 -1.8 0.7 0.5 0.00
C 5.806641 2.645646 1.520811 2.2 0.4 1.3 0.00
O 6.103298 1.722027 2.592015 -1.4 -0.7 -0.3 0.00
C 4.936769 0.953904 3.094004 1.9 0.8 0.2 0.00
C 4.705163 -0.331664 2.380459 -0.2 1.3 -1.6 0.00
O 4.168433 -0.057655 1.015651 1.1 0.4 2.7 0.00
C 3.851835 -1.272713 0.442670 -1.6 0.2 -0.8 0.00
H 5.814345 6.108468 -0.455741 0.7 -0.3 -0.4 0.00
H 5.801056 5.810042 1.227257 0.0 -0.3 0.4 0.00
H 4.869914 4.771648 0.095337 -0.3 0.0 0.4 0.00
H 7.425848 4.070276 2.086588 -0.4 0.1 0.4 0.00
H 8.047975 2.887735 1.071141 -0.4 -0.3 -0.8 0.00
H 5.502486 2.188480 0.579230 -0.3 -0.3 0.1 0.00
H 5.083854 3.325920 1.971286 -0.4 0.2 -0.6 0.00
H 4.057535 1.572199 3.274998 -0.2 0.3 -0.8 0.00
H 5.162675 0.648539 4.115674 0.7 0.1 0.1 0.00
H 4.074103 -0.883217 3.077349 -0.8 -0.5 -0.6 0.00
H 5.630416 -0.894729 2.258133 0.1 0.1 0.0 0.00
H 3.377915 -1.033763 -0.509374 0.6 -0.2 -0.6 0.00
H 2.973576 -1.633552 0.977981 0.3 -1.1 0.4 0.00
H 4.711505 -1.937307 0.356726 -0.3 -0.3 0.0 0.00
C -3.799508 -4.442376 5.226449 0.2 0.4 1.2 0.00
O -4.256461 -4.810517 4.004018 -0.7 -1.6 -0.6 0.00
C -4.377296 -3.889045 2.990085 -0.9 -0.3 -1.4 0.00
C -5.189199 -4.635134 1.867674 1.8 -0.1 0.3 0.00
O -6.375623 -5.172932 2.359505 -1.7 -0.5 -0.5 0.00
C -7.102945 -6.087372 1.486748 1.1 0.8 -1.1 0.00
C -8.120782 -6.936112 2.141763 0.5 -1.6 2.3 0.00
O -7.365395 -7.778028 3.030665 0.4 0.3 -0.3 0.00
C -7.958375 -8.861287 3.696036 -0.8 0.7 -0.5 0.00
H -4.167831 -5.176722 5.942814 -0.1 0.1 0.1 0.00
H -4.151516 -3.444347 5.487473 -0.1 0.2 0.3 0.00
H -2.712954 -4.456873 5.311780 0.4 0.1 -0.1 0.00
H -3.379677 -3.682763 2.602385 0.0 0.5 -0.4 0.00
H -4.876815 -2.969386 3.294720 -0.1 0.2 0.3 0.00
H -4.449767 -5.392424 1.607218 -0.2 -0.9 -0.1 0.00
H -5.249646 -4.084598 0.928869 -0.6 0.7 0.1 0.00
H -6.374701 -6.686527 0.940141 0.2 -0.4 0.3 0.00
H -7.675893 -5.657140 0.665332 0.1 1.3 -0.1 0.00
H -8.692862 -7.582836 1.476495 0.2 0.1 -0.7 0.00
H -8.884555 -6.374567 2.679728 0.1 0.4 0.3 0.00
H -8.810671 -8.500746 4.271984 0.1 0.0 0.8 0.00
H -7.164219 -9.325169 4.281043 -0.4 0.0 0.1 0.00
H -8.423671 -9.580282 3.021766 0.3 -0.3 -0.4 0.00
C 1.235599 -2.806900 -3.630679 -1.3 0.1 -0.8 0.00
O 0.633830 -2.189920 -2.446887 0.2 1.1 -1.4 0.00
C -0.447158 -1.295129 -2.817704 -0.1 0.2 -1.8 0.00
C -0.174188 -0.034119 -3.789437 -0.3 -0.7 -0.3 0.00
O -0.466996 -0.344413 -5.203039 0.1 -0.4 1.4 0.00
C -0.757096 0.733594 -6.083218 0.7 0.3 -0.1 0.00
C 0.413069 1.677397 -6.250824 -1.6 2.6 -0.7 0.00
O 1.374738 1.273923 -7.143100 -0.2 -3.9 -0.1 0.00
C 2.488854 2.014159 -7.232702 1.5 1.7 0.8 0.00
H 1.303007 -2.123421 -4.477096 0.3 0.6 0.3 0.00
H 0.551995 -3.542322 -4.054857 -0.3 -0.3 0.4 0.00
H 2.194705 -3.316294 -3.537237 0.0 0.4 1.0 0.00
H -1.024754 -1.004324 -1.940257 0.7 0.2 0.4 0.00
H -1.215449 -1.808693 -3.395690 0.1 -0.6 -0.2 0.00
H 0.836296 0.361715 -3.687738 0.4 -0.3 -0.1 0.00
H -0.819876 0.786734 -3.477353 -0.4 0.0 0.1 0.00
H -1.641097 1.308207 -5.806673 0.0 0.1 0.6 0.00
H -1.008766 0.352391 -7.072881 0.2 -0.6 0.2 0.00
H 0.639246 2.187284 -5.314359 1.4 -1.0 0.9 0.00
H 0.129464 2.624020 -6.710793 -1.5 0.3 -0.4 0.00
H 2.815647 2.245140 -6.218820 0.2 0.7 0.5 0.00
H 2.272814 2.933925 -7.776261 0.3 0.4 -0.1 0.00
H 3.392258 1.546486 -7.624179 -0.6 -0.6 -0.6 0.00
C 6.848792 7.842639 -3.862050 0.0 -0.5 0.8 0.00
O 6.031282 6.781734 -3.251936 0.4 -0.1 -2.2 0.03
C 5.078421 6.213606 -4.226835 0.1 0.5 2.5 0.00
C 4.678520 4.778532 -3.737997 1.5 2.9 -1.4 0.03
O 3.788922 4.933035 -2.645075 0.0 -2.1 0.2 0.31
C 3.525153 3.688682 -2.036194 0.4 2.5 1.2 0.10
C 2.294663 3.063494 -2.716710 -2.8 -0.5 -0.7 0.11
O 0.984128 3.654069 -2.503574 2.5 -0.5 0.0 0.29
C 0.441772 3.584969 -1.143437 1.0 -0.9 -1.0 0.02
H 6.256600 8.547578 -4.445547 -0.2 0.0 0.2 0.00
H 7.675700 7.487118 -4.476798 -0.3 -0.6 -0.3 0.00
H 7.384687 8.345321 -3.056921 -0.5 0.1 0.2 0.00
H 5.393463 6.238142 -5.270022 0.3 -0.1 0.2 0.00
H 4.225940 6.873772 -4.066986 -0.5 -0.2 -0.7 0.00
H 5.618414 4.268330 -3.527258 -0.3 -0.4 0.6 0.00
H 4.217295 4.355945 -4.630630 -0.6 -0.5 0.2 0.02
H 3.150509 3.827577 -1.022075 0.2 0.5 0.2 0.01
H 4.417465 3.066432 -1.967727 -0.2 -0.4 -0.6 0.00
H 2.361975 2.059531 -2.297631 -0.4 -0.3 0.3 0.03
H 2.504224 3.002724 -3.784646 -0.5 0.3 -0.1 0.00
H 0.414789 2.522145 -0.903052 -0.3 0.0 0.3 0.01
H -0.550395 4.035136 -1.110990 0.3 0.1 -0.2 0.00
H 1.193249 4.041070 -0.498946 -0.4 0.3 0.2 0.01
C -9.101726 -2.007206 -0.604448 0.2 1.0 -1.3 0.00
O -8.193425 -1.780032 0.473040 0.6 0.7 0.7 0.00
C -7.239672 -0.835118 0.338761 0.6 1.6 -0.6 0.00
O -7.088922 -0.027612 -0.571484 -0.7 -1.7 0.8 0.00
O -6.416422 -0.818769 1.422758 -1.7 -1.5 -0.7 0.00
C -5.186863 -0.143984 1.310122 0.4 0.5 0.6 0.00
H -9.855546 -2.749518 -0.342096 0.8 -0.3 0.2 0.00
H -8.504745 -2.168486 -1.502058 -0.1 -0.9 0.0 0.00
H -9.677910 -1.147940 -0.947645 0.1 0.6 0.8 0.00
H -4.609374 -0.560026 2.135660 0.2 0.0 -0.2 0.00
H -5.322085 0.921135 1.498153 -0.1 0.1 -0.2 0.00
H -4.658721 -0.269853 0.364972 -0.3 -0.2 0.0 0.00
C 0.596776 1.475560 4.855056 0.5 -1.5 0.0 0.00
O 1.489537 2.478968 4.428939 0.1 1.8 -2.7 0.00
C 1.548922 2.803920 3.068252 -1.9 -1.2 1.2 0.00
O 0.890757 2.257055 2.174721 1.6 1.4 1.7 0.00
O 2.371558 3.841647 2.996983 -0.4 0.8 -0.8 0.00
C 2.199077 4.801333 1.904376 0.1 -0.8 0.0 0.00
H 1.165688 0.567339 4.656148 -0.5 -0.5 0.5 0.00
H -0.365617 1.364164 4.355568 0.1 0.7 -0.3 0.00
H 0.445704 1.624023 5.924285 0.1 0.0 -0.2 0.00
H 2.540292 4.329914 0.982732 0.5 0.2 0.1 0.00
H 2.751839 5.697447 2.186383 0.2 -0.4 -0.1 0.00
H 1.172215 5.100121 1.693712 -0.3 -0.3 0.6 0.00
C 0.466139 -3.924034 -0.095442 -1.4 -0.8 -0.5 0.00
O 0.808704 -5.219311 0.455809 1.1 0.4 -0.1 0.00
C 0.681552 -5.521538 1.745543 -2.0 -0.7 1.6 0.00
O 0.977441 -6.587154 2.247941 0.3 1.6 -0.8 0.00
O -0.076849 -4.566413 2.377251 0.6 0.7 0.1 0.00
C -0.233438 -4.547524 3.848400 -0.3 -0.9 -1.9 0.00
H 0.977659 -3.022280 0.241141 0.5 -0.7 0.4 0.00
H -0.604018 -3.777037 0.050301 0.0 0.2 0.2 0.00
H 0.574271 -4.020115 -1.175799 0.4 -0.2 0.4 0.00
H -0.915282 -3.727481 4.073598 0.6 0.4 -0.2 0.00
H 0.773928 -4.481970 4.259530 -0.4 -0.1 0.5 0.00
H -0.823063 -5.432661 4.087094 0.6 -0.3 0.4 0.00
C -2.544373 2.145473 2.356934 0.8 0.5 -0.6 0.00
C -2.897413 2.158807 0.919815 -0.1 -0.2 2.4 0.00
N -3.168518 2.187961 -0.183211 -0.1 0.1 -1.6 0.00
H -2.040135 1.213755 2.613313 -0.3 -0.1 0.0 0.00
H -3.324688 2.414370 3.068904 -0.3 -0.3 -0.5 0.00
H -1.794497 2.932622 2.435469 0.2 0.0 0.2 0.00
C 0.272924 -0.483778 0.631591 0.2 0.1 -0.4 0.00
C -0.963597 -1.098233 1.119626 -0.3 -0.4 0.2 0.00
N -1.962528 -1.546101 1.488969 0.8 0.4 -0.3 0.00
H 0.963878 -0.187554 1.420863 -0.4 0.2 0.2 0.00
H -0.016126 0.371421 0.020692 0.1 0.2 0.2 0.00
H 0.864517 -1.116532 -0.030006 -0.4 -0.3 -0.1 0.00
```
Positions in Å, forces in eV/Å.


Number 1: DFT total energy -423.26396 a.u.. Number 2: DFT total energy -3146.55305 a.u..